(1)
Density functional theory data (wB97M-V/def2-TZVPD) for a single C5H9NO2 molecule in a non-equilibrium geometry.

Its net charge is 0. The SMILES is C=C(C)NC(=O)CO.

Each line ends with the Löwdin charge.
Element x y z (Å)
C (1.629, 0.663, -1.856)  -0.07
C (1.053, 0.655, -0.474)  -0.40
C (1.836, 0.588, 0.663)  0.07
C (-1.252, 0.167, 0.270)  -0.47
C (-0.974, -1.149, 1.122)  -0.14
H (1.285, 1.798, -1.829)  0.12
H (0.930, -0.053, -2.555)  0.14
H (2.830, 0.691, -2.058)  0.13
H (2.757, 0.402, 0.351)  0.01
H (1.515, 0.569, 1.695)  0.08
H (-0.812, 1.270, -1.242)  0.14
H (-1.786, -2.040, 0.738)  0.19
H (-0.957, -1.053, 2.383)  0.17
H (0.897, -1.472, 0.570)  -0.03
N (-0.393, 0.579, -0.654)  0.10
O (-2.350, 0.722, 0.319)  0.04
O (0.142, -1.934, 0.703)  -0.09

(2)
Density functional theory data (wB97M-V/def2-TZVPD) for a single C5H9NO2 molecule in a non-equilibrium geometry.

Its net charge is 0. The SMILES is CN1C[C@@](C)(O)C1=O.

Each line ends with the Löwdin charge.
Element x y z (Å)
C (0.059, -1.114, -0.007)  -0.48
C (0.132, 0.940, -0.510)  -0.03
C (-1.104, -0.120, -0.170)  -0.46
C (-1.814, 0.209, 1.145)  0.00
C (2.455, -0.014, -0.238)  -0.01
N (0.970, -0.185, -0.181)  -0.09
O (0.116, -2.263, 0.326)  0.10
O (-1.817, -0.338, -1.314)  0.03
H (0.066, 1.040, -1.646)  0.14
H (0.320, 1.812, 0.086)  0.11
H (-1.035, -0.013, 1.968)  0.12
H (-2.742, -0.334, 1.351)  0.08
H (-2.000, 1.287, 1.151)  0.08
H (2.638, 0.793, -1.008)  0.09
H (2.891, 0.560, 0.663)  0.10
H (2.948, -0.982, -0.480)  0.09
H (-2.083, -1.278, -1.137)  0.14

(3)
Density functional theory data (wB97M-V/def2-TZVPD) for a single C5H9NO2 molecule in a non-equilibrium geometry.

Its net charge is 0. The SMILES is C/C=C(\O)CC(N)=O.

Each line ends with the Löwdin charge.
Element x y z (Å)
C (-0.480, 0.503, -1.321)  0.00
C (2.418, -0.445, 1.153)  -0.10
C (-1.709, 0.095, -0.601)  -0.49
C (0.376, -0.458, -0.295)  -0.37
N (-2.319, 1.035, 0.206)  0.17
C (1.272, 0.217, 0.460)  -0.12
O (0.211, -1.782, -0.306)  -0.03
O (-2.201, -1.085, -0.691)  -0.02
H (-0.945, -1.893, -0.477)  0.18
H (-2.192, 2.026, 0.048)  0.11
H (-3.097, 0.693, 0.756)  0.11
H (-0.413, 0.074, -2.321)  0.13
H (-0.241, 1.562, -1.226)  0.11
H (1.164, 1.288, 0.588)  0.10
H (3.362, 0.020, 0.856)  0.07
H (2.315, -0.337, 2.238)  0.07
H (2.479, -1.514, 0.934)  0.07

(4)
Density functional theory data (wB97M-V/def2-TZVPD) for a single C5H9NO2 molecule in a non-equilibrium geometry.

Its net charge is 0. The SMILES is CC(=O)O/C(C)=C/N.

Each line ends with the Löwdin charge.
Element x y z (Å)
C (2.810, 0.570, -0.840)  0.02
C (-1.002, 0.249, 1.734)  -0.02
C (1.572, -0.159, -0.354)  -0.51
C (-0.645, 0.244, 0.280)  -0.33
N (-2.528, -0.992, -0.599)  0.06
C (-1.327, -0.320, -0.724)  -0.15
O (0.622, 0.768, 0.015)  0.01
O (1.515, -1.328, -0.141)  0.13
H (-2.951, -0.970, 0.311)  0.07
H (-3.189, -0.849, -1.347)  0.08
H (-0.962, -0.236, -1.743)  0.13
H (3.680, -0.075, -0.749)  0.08
H (2.985, 1.480, -0.250)  0.09
H (2.664, 0.864, -1.877)  0.08
H (-0.436, 1.039, 2.235)  0.08
H (-2.067, 0.428, 1.849)  0.07
H (-0.742, -0.713, 2.202)  0.09

(5)
Density functional theory data (wB97M-V/def2-TZVPD) for a single C5H9NO2 molecule in a non-equilibrium geometry.

Its net charge is 0. The SMILES is CC(=O)[C@@H](O)/C=C\N.

Each line ends with the Löwdin charge.
Element x y z (Å)
C (-0.413, 0.728, 0.884)  -0.31
C (2.056, 0.200, -0.053)  -0.01
C (0.764, -0.387, 0.435)  -0.39
N (-1.851, -1.543, -0.580)  0.08
C (-0.886, 0.691, -0.507)  -0.09
C (-1.300, -0.422, -1.171)  -0.20
O (0.006, 2.012, 1.249)  -0.01
O (0.611, -1.528, 0.817)  0.03
H (0.387, 1.976, 2.132)  0.11
H (-1.063, 0.229, 1.609)  0.15
H (-1.362, -1.845, 0.256)  0.07
H (-2.019, -2.308, -1.213)  0.09
H (-0.588, 1.551, -1.086)  0.12
H (-1.490, -0.329, -2.232)  0.11
H (2.279, -0.218, -1.035)  0.09
H (2.862, -0.091, 0.620)  0.09
H (2.008, 1.282, -0.125)  0.08

(6)
Density functional theory data (wB97M-V/def2-TZVPD) for a single C5H9NO2 molecule in a non-equilibrium geometry.

Its net charge is 0. The SMILES is C=C(NC(C)=O)OC.

Each line ends with the Löwdin charge.
Element x y z (Å)
C (2.756, -0.283, -0.801)  -0.08
C (-2.436, 0.373, 0.856)  0.00
N (-0.745, -0.413, -0.765)  0.15
C (0.471, -0.222, -0.114)  -0.39
C (-2.064, -0.156, -0.502)  -0.51
C (0.711, 0.381, 1.048)  0.07
O (1.434, -0.757, -0.930)  -0.09
O (-2.879, -0.372, -1.371)  0.07
H (-0.607, -0.816, -1.687)  0.16
H (2.782, 0.810, -0.773)  0.10
H (3.244, -0.680, 0.095)  0.09
H (3.284, -0.640, -1.679)  0.09
H (-2.012, -0.253, 1.637)  0.08
H (-2.074, 1.392, 0.971)  0.09
H (-3.520, 0.374, 0.935)  0.09
H (-0.058, 0.811, 1.651)  0.03
H (1.712, 0.451, 1.430)  0.05

(7)
Density functional theory data (wB97M-V/def2-TZVPD) for a single C5H9NO2Se molecule in a non-equilibrium geometry.

Its net charge is 0. The SMILES is C=CC[Se][C@@H](N)C(=O)O.

Each line ends with the Löwdin charge.
Element x y z (Å)
C (1.238, -2.104, -0.698)  0.00
C (0.651, -1.634, 0.380)  -0.33
C (-0.477, 1.256, -1.071)  -0.61
C (-0.831, -1.437, 0.405)  -0.52
C (-0.231, 1.690, 0.316)  -0.51
N (1.070, 1.737, 0.818)  0.00
O (-1.695, 1.545, -1.598)  0.06
O (0.394, 0.655, -1.674)  0.10
Se (-1.292, 0.201, 1.409)  0.91
H (2.278, -2.407, -0.372)  0.09
H (0.597, -2.485, -1.486)  0.08
H (1.024, -1.386, 1.326)  0.06
H (-1.334, -1.508, -0.652)  0.11
H (-1.268, -2.322, 0.943)  0.08
H (-0.722, 2.767, 0.647)  0.17
H (1.637, 0.891, 0.750)  0.09
H (-2.277, 2.078, -0.932)  0.16
H (1.237, 2.465, 1.490)  0.08

(8)
Density functional theory data (wB97M-V/def2-TZVPD) for a single C5H9NO3 molecule in a non-equilibrium geometry.

Its net charge is 0. The SMILES is [H]/N=C\C(C)=C(/O)C(O)O.

Each line ends with the Löwdin charge.
Element x y z (Å)
C (1.199, -1.330, 0.439)  -0.34
C (-0.793, 0.894, 1.433)  -0.05
C (-0.018, -0.470, -0.599)  -0.26
C (-0.506, 0.537, 0.028)  -0.16
C (-1.360, 1.368, -1.263)  -0.15
O (1.900, -2.171, -0.461)  -0.03
O (2.078, -0.489, 1.129)  -0.01
O (0.022, -1.106, -1.756)  0.06
N (-2.511, 1.856, -1.175)  0.07
H (2.377, -1.599, -1.077)  0.09
H (2.685, -1.030, 1.656)  0.11
H (0.668, -0.657, -2.347)  0.15
H (0.642, -1.991, 1.116)  0.14
H (-3.026, 1.582, -0.337)  0.05
H (-0.771, 1.634, -2.145)  0.09
H (-0.970, 1.967, 1.507)  0.08
H (-1.683, 0.388, 1.809)  0.09
H (0.067, 0.617, 2.042)  0.07

(9)
Density functional theory data (wB97M-V/def2-TZVPD) for a 2-piece molecular cluster, C5H9NO3 overall in a non-equilibrium geometry.

Its net charge is 0. The SMILES is C[C@H](C#N)C(=O)O.CO.

Each line ends with the Löwdin charge.
Element x y z (Å)
C (-1.389, -0.377, 0.596)  -0.25
C (3.464, 1.273, -0.307)  -0.19
C (-2.429, 0.389, -0.245)  -0.03
C (-1.043, -1.677, -0.115)  -0.51
C (-0.185, 0.452, 0.787)  -0.19
O (2.093, 1.117, -0.101)  -0.25
O (-1.991, -2.603, 0.114)  0.12
N (0.316, 1.246, 1.493)  0.23
O (-0.077, -1.884, -0.796)  0.13
H (-1.767, -3.412, -0.375)  0.14
H (-1.840, -0.624, 1.561)  0.16
H (1.347, 0.276, -0.202)  0.15
H (3.749, 2.202, 0.196)  0.08
H (3.716, 1.416, -1.366)  0.07
H (4.098, 0.480, 0.108)  0.07
H (-2.007, 0.665, -1.210)  0.10
H (-3.309, -0.229, -0.415)  0.09
H (-2.745, 1.289, 0.278)  0.09

(10)
Density functional theory data (wB97M-V/def2-TZVPD) for a single C5H9NO4 molecule in a non-equilibrium geometry.

Its net charge is 0. The SMILES is COC(=O)CCC[N+](=O)[O-].

Each line ends with the Löwdin charge.
Element x y z (Å)
C (-3.114, 0.911, 0.132)  -0.06
C (-1.016, -0.250, -0.116)  -0.53
C (0.205, -0.259, -1.030)  -0.07
C (1.237, -1.201, -0.417)  -0.15
C (1.855, -0.507, 0.816)  -0.07
H (-3.554, 1.893, -0.128)  0.09
H (-2.885, 0.926, 1.267)  0.12
H (-3.853, 0.101, -0.093)  0.10
H (-0.225, -0.751, -1.822)  0.10
H (0.690, 0.700, -1.300)  0.14
H (2.072, -1.415, -1.048)  0.11
H (0.747, -2.126, -0.098)  0.13
H (1.122, -0.269, 1.621)  0.14
H (2.767, -0.939, 1.178)  0.12
N (2.311, 0.872, 0.425)  -0.45
O (-1.923, 0.608, -0.573)  -0.04
O (-1.189, -0.983, 0.784)  0.14
O (3.000, 0.899, -0.549)  0.08
O (1.751, 1.789, 0.949)  0.09

Going through the records in order, we get E values of -401.01960 -401.10141 -401.11419 -401.14225 -401.10064 -401.13770 -2802.50658 -476.25627 -476.31232 -551.52909 hartree.